108
Properties=species:S:1:pos:R:3 method="wB97M-V/def2-TZVPD" spin_multiplicity=6 molar_mass_g_mol=1022.140 homo_energy_ev="-11.99 / -13.12" charge=+2 homo_lumo_gap_ev="5.96 / 4.12"
Ir -0.24527 -0.94120 -0.11360
C -4.56287 -2.29455 -1.38879
C -3.19170 -2.51508 -0.81296
O -2.24741 -1.77411 -1.14360
N -3.05562 -3.52722 0.04983
C -1.80031 -3.84399 0.73252
C -1.66795 -3.00391 1.97697
C -1.85615 -3.56476 3.22825
C -1.89857 -2.74800 4.34739
C -1.79903 -1.38117 4.16935
C -1.57625 -0.89449 2.89668
N -1.46862 -1.67709 1.81049
H -4.46944 -1.89575 -2.39687
H -5.08236 -1.55430 -0.77255
H -5.15699 -3.20734 -1.40866
H -3.88200 -4.03191 0.31963
H -0.98521 -3.66580 0.03973
H -1.80842 -4.89993 0.98505
H -1.98156 -4.63631 3.31852
H -2.02685 -3.17260 5.33680
H -1.87838 -0.68968 4.99782
H -1.48645 0.17073 2.73772
C 1.44554 -2.26708 -4.99819
C 0.91641 -1.99101 -3.60308
O -0.40087 -1.41752 -3.69509
P 0.83874 -3.46170 -2.54115
O 2.26671 -4.08920 -2.46497
O -0.04277 -4.60216 -3.19703
O 0.19109 -3.00786 -1.26944
P 2.12185 -0.89858 -2.65620
O 2.34514 0.38544 -3.58890
O 3.38443 -1.66953 -2.46150
O 1.39130 -0.36558 -1.43714
H 0.86845 -3.05463 -5.48796
H 2.49199 -2.56736 -4.96083
H 1.35214 -1.36135 -5.59772
H -0.88348 -1.55190 -2.87138
H 2.95890 -3.35620 -2.42822
H 0.46366 -5.28729 -3.66681
H 3.17061 0.32703 -4.09928
C 2.18371 -3.52057 1.12617
C 2.38453 -2.48701 2.21003
C 3.86493 -2.15147 2.34506
C 1.79512 -2.97155 3.52811
O 1.63783 -1.29080 1.76234
Si 1.79956 0.24311 2.34052
S 0.19786 1.13940 1.14819
O 1.32224 0.30062 3.87218
C 1.79940 0.88980 5.12208
C 0.97855 0.24366 6.22638
C 3.28176 0.59959 5.32444
C 1.54175 2.38621 5.05705
O 3.19304 0.99936 2.11041
C 3.87495 1.91226 1.19337
C 3.31071 3.31978 1.34356
C 3.72413 1.39974 -0.22987
C 5.32985 1.88776 1.62869
H 2.74064 -4.42613 1.37148
H 2.55185 -3.12638 0.17777
H 1.12609 -3.77922 1.02057
H 4.41461 -3.04558 2.64127
H 4.03922 -1.38002 3.10211
H 4.25954 -1.79880 1.38824
H 2.23659 -3.93362 3.79506
H 0.71155 -3.09499 3.43495
H 1.99305 -2.26459 4.33427
H 1.01151 -0.84422 6.13665
H -0.06349 0.57010 6.17576
H 1.38027 0.52428 7.20170
H 3.45666 -0.47286 5.44932
H 3.63173 1.10466 6.22725
H 3.86703 0.95899 4.47805
H 0.49448 2.58164 4.80808
H 2.17715 2.85348 4.29734
H 1.76063 2.84617 6.02233
H 2.26533 3.36170 1.03883
H 3.87669 4.01065 0.71533
H 3.38722 3.65403 2.38052
H 2.66968 1.34952 -0.51780
H 4.14817 0.39740 -0.33073
H 4.23797 2.07082 -0.92140
H 5.42625 2.24239 2.65751
H 5.92229 2.53696 0.97994
H 5.72736 0.87231 1.56803
N -4.90493 3.87181 -3.44364
C -5.23740 4.74281 -4.45532
C -6.37255 5.46205 -4.74149
C -6.32398 6.24270 -5.89460
C -5.17682 6.30640 -6.73836
C -4.05090 5.59606 -6.45692
C -4.07028 4.78544 -5.28944
N -3.11210 3.98821 -4.79549
C -3.63097 3.44691 -3.68579
C -2.89081 2.52418 -2.84519
C -1.58034 2.20685 -3.19826
C -0.85959 1.33965 -2.39630
N -1.39177 0.77608 -1.30524
C -2.64580 1.08673 -0.95358
C -3.42496 1.95337 -1.68375
H -5.49556 3.61102 -2.67394
H -7.25676 5.43073 -4.11598
H -7.19725 6.82739 -6.15984
H -5.20761 6.93599 -7.61839
H -3.16592 5.63920 -7.07903
H -1.13856 2.63942 -4.08579
H 0.16813 1.10539 -2.61848
H -3.02683 0.62381 -0.04948
H -4.42880 2.17410 -1.34170

19
Properties=species:S:1:pos:R:3 method="wB97M-V/def2-TZVPD" molar_mass_g_mol=115.160 homo_energy_ev="-12.67 / -12.67" de_lowest_ev=6.182 charge=+1 homo_lumo_gap_ev="8.00 / 8.00"
C 0.80441 -0.29151 0.09092
C 1.49489 -1.40293 0.73413
C -1.48666 -1.52970 -0.80327
C 0.67906 2.00354 -0.70123
N -2.24514 1.24967 1.26531
N -2.01416 0.30237 0.58229
N -1.20118 -0.40484 0.04208
N 1.32252 0.85921 -0.09534
H 2.44378 -1.10526 1.18472
H 1.69507 -2.17996 -0.00243
H 0.85341 -1.84799 1.49239
H -1.24362 -2.46154 -0.28944
H -2.54283 -1.53756 -1.06963
H -0.89010 -1.46119 -1.71319
H 0.50434 2.77770 0.04881
H -0.26672 1.71473 -1.15318
H 1.33167 2.42221 -1.46716
H -1.53033 1.84919 1.67003
H 2.29159 1.04384 0.18418

15
Properties=species:S:1:pos:R:3 method="wB97M-V/def2-TZVPD" molar_mass_g_mol=96.133 homo_energy_ev=-7.33 de_lowest_ev=3.280 charge=0 homo_lumo_gap_ev=7.42 smiles="C[C@]1(N)C=C=CN1"
C -0.89890 -0.95514 -0.76525
C -0.70651 1.34690 1.59957
C -0.18224 1.95809 0.39092
N 0.33431 1.14043 -0.50850
C 0.23687 -0.23547 -0.02155
N 1.49432 -0.91760 -0.26162
C -0.33008 0.05267 1.36437
H -0.59144 -1.22978 -1.77864
H -1.18460 -1.85946 -0.21816
H -1.77380 -0.30127 -0.80264
H -0.19014 3.02327 0.15073
H 0.82584 1.38623 -1.35739
H 2.18575 -0.67270 0.44105
H 1.35900 -1.92216 -0.21557
H -0.57837 -0.81402 1.98266

17
Properties=species:S:1:pos:R:3 method="wB97M-V/def2-TZVPD" molar_mass_g_mol=94.157 homo_energy_ev=-8.41 de_lowest_ev=2.983 charge=0 homo_lumo_gap_ev=9.36 smiles="C=C/C=C/C=C/C"
C 1.80452 -1.53796 -1.66801
C 1.43843 -2.63343 -2.34265
C 0.13785 -0.57155 0.14083
C 0.81405 -0.63225 -1.01107
C -1.66710 2.27230 2.07309
C -1.38335 1.05542 1.31014
C -0.21779 0.74034 0.73921
H 2.73333 -0.98996 -1.80960
H 0.51274 -3.08808 -2.05559
H 2.00530 -3.00226 -3.18123
H -0.31126 -1.38972 0.73457
H 0.76528 0.24053 -1.68013
H -2.71418 2.43870 2.29182
H -1.03456 2.38845 2.97028
H -1.41428 3.08845 1.37969
H -2.12750 0.23866 1.25757
H 0.65850 1.38235 0.85108

36
Properties=species:S:1:pos:R:3 method="wB97M-V/def2-TZVPD" molar_mass_g_mol=369.964 homo_energy_ev=1.69 charge=-2 homo_lumo_gap_ev=1.67
C 2.83267 -2.27354 2.10398
N 3.19389 -1.76563 0.77122
C 3.60303 -0.36599 0.86333
B 2.15770 -1.97704 -0.20364
O 2.04189 -3.20332 -0.83718
N 1.18812 -0.91921 -0.60024
O 1.48316 -0.17288 -1.75023
C 0.04489 -0.73594 0.09882
N -0.23280 -1.49861 1.12551
C -1.42488 -1.09951 1.54366
O -2.06626 -1.61158 2.59733
C -1.83986 -0.94624 3.80436
N -1.56785 -0.54220 4.84892
N -1.84655 -0.06853 0.79806
N -0.90670 0.18492 -0.17915
P -1.03773 1.44645 -1.47600
C 0.43764 2.55076 -1.32465
O -2.20376 2.39128 -0.95701
H 2.37093 -3.24200 1.97959
H 3.71991 -2.37880 2.72315
H 2.13935 -1.59390 2.58806
H 3.72745 0.09220 -0.10775
H 2.91266 0.21271 1.47443
H 4.57318 -0.32647 1.35134
H 2.81654 -3.30462 -1.39569
H 0.92211 -0.53205 -2.45444
H -2.72821 0.39765 0.95154
H 1.07125 2.33015 -0.47123
H 0.15158 3.59309 -1.36556
H 1.02210 2.35235 -2.21018
H -3.02519 1.91790 -0.68493
O -4.71206 1.77941 -1.22833
P -4.73078 2.22759 -2.73233
O -3.56193 1.49755 -3.43405
O -4.46466 3.74666 -2.81062
O -6.06082 1.83734 -3.40008

35
Properties=species:S:1:pos:R:3 method="wB97M-V/def2-TZVPD" molar_mass_g_mol=198.189 homo_energy_ev=-13.65 de_lowest_ev=4.341 charge=+1 homo_lumo_gap_ev=10.49
N -0.23614 0.49874 0.73786
H 0.60586 0.14974 0.21286
H -0.63214 1.17974 0.22286
H 0.13586 0.86574 1.52686
H -1.11614 -0.04826 1.14286
O -2.07114 1.09474 3.38886
H -2.85614 1.64474 3.36586
H -2.26214 0.35574 4.04986
O 2.73886 -0.04526 2.13086
H 3.14886 -0.78126 2.58486
H 2.93986 0.07974 1.16086
O -2.79014 -2.58026 0.99586
H -2.82014 -3.54126 0.66586
H -1.83914 -2.32026 0.95186
O -0.65414 -0.11426 -2.47914
H -1.01114 0.14474 -3.36414
H -1.33514 -0.48926 -1.98014
O -3.36414 0.36774 0.04786
H -3.89114 -0.08326 -0.67014
H -3.96314 0.95374 0.31586
O 2.90386 -0.16926 -0.54214
H 2.45786 -0.72926 -0.98714
H 3.83586 -0.32226 -0.62314
O -0.48914 3.22374 -2.03414
H 0.43586 2.78374 -1.98614
H -0.33214 3.65874 -1.21814
O 1.76686 -1.61526 -2.16514
H 1.64086 -2.52326 -2.01814
H 1.10886 -1.03326 -2.10614
O 2.14786 2.12874 -1.86214
H 2.38686 1.33374 -1.46614
H 2.52786 2.68274 -1.24014
O 0.00486 -2.07126 0.88186
H 0.69586 -2.59226 0.58886
H 0.18086 -2.08726 1.76986

23
Properties=species:S:1:pos:R:3 method="wB97M-V/def2-TZVPD" molar_mass_g_mol=133.144 homo_energy_ev=-8.84 de_lowest_ev=1.590 charge=0 homo_lumo_gap_ev=9.23 smiles=NCCO.O.O.O.O
C -0.02276 -1.93899 1.05727
O -0.48161 -3.31183 1.17351
C 0.53337 -1.71865 -0.34665
N -0.22861 -0.72644 -1.12115
H -0.94774 -1.39738 1.21943
H 0.68650 -1.73020 1.84575
H -0.03229 -3.77576 1.88216
H 1.54368 -1.30580 -0.29192
H 0.58622 -2.65740 -0.89419
H -1.12433 -0.44257 -0.76547
H 0.31354 0.11067 -1.25798
H -0.43891 2.16709 -1.53968
H -1.26870 1.45848 -2.73693
O -0.56374 2.05039 -2.48290
H 2.02802 2.38156 -1.64202
H 2.91955 1.29050 -0.90839
O 2.60943 2.19711 -0.89905
H 1.31163 0.90005 2.89565
H 0.05209 0.52509 3.64182
O 0.54199 0.32218 2.83556
H -2.91156 1.37934 -0.79651
H -2.75124 2.77041 -0.40439
O -2.32531 1.91838 -0.25199

77
Properties=species:S:1:pos:R:3 method="wB97M-V/def2-TZVPD" molar_mass_g_mol=685.696 homo_energy_ev=-4.27 de_lowest_ev=0.000 charge=-1 homo_lumo_gap_ev=6.59
Ti 0.64767 0.90306 -0.03942
C -0.25257 -0.23135 -3.70223
N -0.22292 0.94055 -2.82823
C -1.55392 1.55185 -2.80329
C -2.66673 0.62344 -2.30976
C -2.29791 -0.19196 -1.06353
N -1.53810 0.65291 -0.16602
C -2.13262 1.32705 0.73631
C -1.53797 2.49170 1.37228
C -2.09511 3.01408 2.54608
C -1.69513 4.23854 3.02937
C -0.75059 4.98098 2.30880
C -0.19775 4.50046 1.14366
C -0.55564 3.22929 0.67223
O 0.02943 2.71648 -0.40045
C 0.74419 1.91072 -3.35475
C 2.19881 1.46566 -3.23321
C 2.82341 1.67990 -1.86325
N 2.34898 0.76411 -0.82543
C 3.36658 0.39945 0.11747
C 3.03723 -0.49557 1.30402
C 4.14216 -1.12314 1.87278
C 4.05920 -1.83798 3.05432
C 2.84031 -1.92217 3.70941
C 1.72163 -1.31663 3.16881
C 1.79998 -0.62712 1.95893
O 0.66160 -0.10631 1.47354
H -0.58329 0.06331 -4.71350
H -0.92465 -0.99237 -3.31534
H 0.72452 -0.69772 -3.75553
H -1.82073 1.91087 -3.81328
H -1.49221 2.42297 -2.15363
H -2.97924 -0.07107 -3.09305
H -3.53464 1.25366 -2.09175
H -1.66591 -1.03034 -1.32936
H -3.20122 -0.57046 -0.57036
H -3.17275 1.09591 0.99538
H -2.85101 2.43648 3.06771
H -2.10822 4.62735 3.95061
H -0.42869 5.94434 2.68529
H 0.57869 5.03582 0.61661
H 0.60693 2.84621 -2.80762
H 0.50545 2.11384 -4.41421
H 2.78236 2.05709 -3.94507
H 2.31484 0.42136 -3.52763
H 2.66313 2.71787 -1.54233
H 3.90908 1.56380 -1.93708
H 4.19560 -0.07151 -0.42127
H 5.10301 -1.01781 1.38197
H 4.94144 -2.30966 3.46758
H 2.75928 -2.46226 4.64529
H 0.75506 -1.38323 3.64780
C -2.20424 -1.48685 2.98675
C -2.21513 -2.47883 1.85608
C -3.17009 -3.53062 1.84149
C -3.13563 -4.42889 0.82048
C -2.16819 -4.29852 -0.20547
C -2.10755 -5.19760 -1.29475
C -1.17071 -4.99047 -2.26904
C -0.28136 -3.90569 -2.19715
C -0.27354 -3.00531 -1.14230
S 0.90439 -1.71471 -1.13143
C -1.26270 -3.21533 -0.11404
N -1.31243 -2.33784 0.92370
H -1.74019 -1.92823 3.87337
H -3.21650 -1.18589 3.26710
H -1.61531 -0.61579 2.70326
H -3.90261 -3.60529 2.63614
H -3.84360 -5.24965 0.77290
H -2.80529 -6.02580 -1.34087
H -1.10725 -5.66316 -3.11694
H 0.44364 -3.76327 -2.98966
O 3.66523 2.44383 2.89248
S 3.19318 2.61164 1.54800
O 1.80067 2.13483 1.37492
O 4.03807 1.61597 0.60788
S 3.48605 4.37897 0.79142

Copy entry 8 word for word.
77
Properties=species:S:1:pos:R:3 method="wB97M-V/def2-TZVPD" molar_mass_g_mol=685.696 homo_energy_ev=-4.27 de_lowest_ev=0.000 charge=-1 homo_lumo_gap_ev=6.59
Ti 0.64767 0.90306 -0.03942
C -0.25257 -0.23135 -3.70223
N -0.22292 0.94055 -2.82823
C -1.55392 1.55185 -2.80329
C -2.66673 0.62344 -2.30976
C -2.29791 -0.19196 -1.06353
N -1.53810 0.65291 -0.16602
C -2.13262 1.32705 0.73631
C -1.53797 2.49170 1.37228
C -2.09511 3.01408 2.54608
C -1.69513 4.23854 3.02937
C -0.75059 4.98098 2.30880
C -0.19775 4.50046 1.14366
C -0.55564 3.22929 0.67223
O 0.02943 2.71648 -0.40045
C 0.74419 1.91072 -3.35475
C 2.19881 1.46566 -3.23321
C 2.82341 1.67990 -1.86325
N 2.34898 0.76411 -0.82543
C 3.36658 0.39945 0.11747
C 3.03723 -0.49557 1.30402
C 4.14216 -1.12314 1.87278
C 4.05920 -1.83798 3.05432
C 2.84031 -1.92217 3.70941
C 1.72163 -1.31663 3.16881
C 1.79998 -0.62712 1.95893
O 0.66160 -0.10631 1.47354
H -0.58329 0.06331 -4.71350
H -0.92465 -0.99237 -3.31534
H 0.72452 -0.69772 -3.75553
H -1.82073 1.91087 -3.81328
H -1.49221 2.42297 -2.15363
H -2.97924 -0.07107 -3.09305
H -3.53464 1.25366 -2.09175
H -1.66591 -1.03034 -1.32936
H -3.20122 -0.57046 -0.57036
H -3.17275 1.09591 0.99538
H -2.85101 2.43648 3.06771
H -2.10822 4.62735 3.95061
H -0.42869 5.94434 2.68529
H 0.57869 5.03582 0.61661
H 0.60693 2.84621 -2.80762
H 0.50545 2.11384 -4.41421
H 2.78236 2.05709 -3.94507
H 2.31484 0.42136 -3.52763
H 2.66313 2.71787 -1.54233
H 3.90908 1.56380 -1.93708
H 4.19560 -0.07151 -0.42127
H 5.10301 -1.01781 1.38197
H 4.94144 -2.30966 3.46758
H 2.75928 -2.46226 4.64529
H 0.75506 -1.38323 3.64780
C -2.20424 -1.48685 2.98675
C -2.21513 -2.47883 1.85608
C -3.17009 -3.53062 1.84149
C -3.13563 -4.42889 0.82048
C -2.16819 -4.29852 -0.20547
C -2.10755 -5.19760 -1.29475
C -1.17071 -4.99047 -2.26904
C -0.28136 -3.90569 -2.19715
C -0.27354 -3.00531 -1.14230
S 0.90439 -1.71471 -1.13143
C -1.26270 -3.21533 -0.11404
N -1.31243 -2.33784 0.92370
H -1.74019 -1.92823 3.87337
H -3.21650 -1.18589 3.26710
H -1.61531 -0.61579 2.70326
H -3.90261 -3.60529 2.63614
H -3.84360 -5.24965 0.77290
H -2.80529 -6.02580 -1.34087
H -1.10725 -5.66316 -3.11694
H 0.44364 -3.76327 -2.98966
O 3.66523 2.44383 2.89248
S 3.19318 2.61164 1.54800
O 1.80067 2.13483 1.37492
O 4.03807 1.61597 0.60788
S 3.48605 4.37897 0.79142